1.
{
  "formula": "C15H16N4OS3",
  "method": "wB97M-V/def2-TZVPD",
  "smiles": "Cc1cc(C(=O)CSc2nnc(N)s2)c(C)n1Cc1cccs1",
  "symbols": ["C", "C", "C", "C", "C", "O", "C", "S", "C", "N", "N", "C", "N", "S", "C", "C", "N", "C", "C", "C", "C", "C", "S", "H", "H", "H", "H", "H", "H", "H", "H", "H", "H", "H", "H", "H", "H", "H", "H"],
  "positions_angstrom": [[-0.47480, 0.64130, 2.44011], [-0.79954, 0.32763, 1.02308], [-0.59145, 1.07813, -0.09332], [-1.07635, 0.33752, -1.21075], [-1.06046, 0.72544, -2.60163], [-1.62427, 0.12124, -3.49565], [-0.26284, 1.98005, -2.93483], [1.52511, 1.66772, -2.71362], [1.95196, 2.94586, -1.63171], [1.14426, 3.78181, -1.08457], [1.73335, 4.66809, -0.28408], [3.01033, 4.53436, -0.20502], [3.83226, 5.35908, 0.48020], [3.64257, 3.18812, -1.17778], [-1.57325, -0.86109, -0.70511], [-2.17945, -2.00702, -1.42462], [-1.40218, -0.85088, 0.63944], [-1.74732, -1.94102, 1.51867], [-0.73632, -3.04424, 1.46549], [-0.93295, -4.35366, 1.15435], [0.25715, -5.11565, 1.19219], [1.34015, -4.37142, 1.52467], [0.93471, -2.72614, 1.80576], [0.02450, 1.60515, 2.47989], [0.18859, -0.11081, 2.86838], [-1.37627, 0.69920, 3.05210], [-0.16440, 2.06018, -0.11152], [-0.51304, 2.81691, -2.28726], [-0.41440, 2.23508, -3.98383], [4.74802, 5.02117, 0.72035], [3.38522, 5.97930, 1.13530], [-3.21256, -2.16039, -1.10902], [-2.17144, -1.79609, -2.48963], [-1.62329, -2.92479, -1.23259], [-1.82210, -1.54909, 2.53720], [-2.72350, -2.34398, 1.23053], [-1.89567, -4.76681, 0.91002], [0.29863, -6.16783, 0.97600], [2.36103, -4.68244, 1.62279]],
  "atomic_forces_ev_per_a": [[-0.12, -0.10, -0.06], [0.21, 0.48, 0.07], [-0.06, -0.17, 0.09], [-0.31, -0.63, 0.65], [0.08, 0.21, -0.23], [0.03, 0.07, -0.11], [0.30, -0.06, -0.27], [-0.15, -0.34, -0.36], [0.43, 0.14, 0.19], [-0.56, -0.97, -0.91], [0.55, 1.26, 1.10], [0.09, -0.87, -0.69], [0.46, 0.33, 0.26], [-0.83, 0.48, 0.22], [0.06, 0.27, -0.62], [0.01, -0.09, -0.04], [-0.13, 0.19, -0.13], [-0.04, -0.23, 0.17], [0.30, 0.03, 0.10], [-0.08, 0.29, 0.12], [0.23, -0.10, 0.02], [0.03, 0.27, 0.09], [-0.39, -0.36, -0.18], [0.04, 0.04, 0.03], [0.05, 0.03, 0.15], [0.01, 0.02, 0.12], [0.12, 0.23, 0.05], [-0.07, 0.03, 0.00], [-0.09, -0.01, 0.14], [-0.08, 0.08, 0.10], [0.02, -0.03, 0.02], [-0.10, -0.07, -0.01], [-0.04, -0.04, 0.04], [-0.01, -0.08, 0.00], [-0.11, -0.02, -0.17], [0.10, 0.07, 0.11], [-0.22, -0.01, -0.06], [0.05, -0.18, -0.04], [0.20, -0.13, 0.00]],
  "nbo_charge": [-0.6473, 0.1401, -0.2640, -0.2671, 0.5711, -0.5684, -0.6216, 0.3075, -0.1358, -0.3160, -0.3344, 0.2399, -0.8050, 0.2931, 0.2546, -0.6752, -0.3309, -0.2430, -0.2117, -0.2500, -0.2566, -0.4021, 0.4345, 0.2386, 0.2140, 0.2134, 0.2372, 0.2779, 0.2470, 0.3958, 0.4081, 0.2155, 0.2737, 0.2245, 0.2291, 0.2264, 0.2235, 0.2265, 0.2373]
}

2.
{
  "formula": "C15H17AuN6",
  "method": "wB97M-V/def2-TZVPD",
  "symbols": ["Au", "C", "C", "C", "C", "C", "C", "C", "C", "C", "C", "C", "C", "C", "C", "H", "H", "H", "H", "H", "H", "H", "H", "H", "H", "H", "N", "N", "N", "C", "N", "N", "H", "H", "H", "N", "H", "H", "H"],
  "positions_angstrom": [[-0.93036, -0.31466, -1.72823], [4.38780, 3.45831, 1.31234], [4.62089, 3.04728, 0.00658], [3.62675, 2.38760, -0.70194], [2.38645, 2.11204, -0.12406], [2.16085, 2.54742, 1.18400], [3.15128, 3.21028, 1.89383], [1.36165, 1.40794, -0.93675], [0.41232, 0.56593, -0.51019], [0.31314, 0.13012, 0.91343], [1.34647, -0.59170, 1.51020], [1.25090, -1.01919, 2.82693], [0.11958, -0.72997, 3.57826], [-0.92072, -0.01725, 2.99397], [-0.82802, 0.39713, 1.67226], [5.15914, 3.97591, 1.86857], [5.57706, 3.24383, -0.46246], [3.80943, 2.07439, -1.72411], [1.19763, 2.37352, 1.64543], [2.95303, 3.54043, 2.90643], [1.41883, 1.62133, -2.00032], [2.23864, -0.80491, 0.93281], [2.06809, -1.57533, 3.27018], [0.04714, -1.05999, 4.60669], [-1.80793, 0.21644, 3.56975], [-1.64297, 0.94658, 1.21372], [-5.54622, -2.23907, -3.69332], [-4.18417, -2.16540, -3.45030], [-3.39029, -3.19999, -3.60437], [-2.23692, -2.69433, -3.19214], [-2.36851, -1.41361, -2.82475], [-3.64082, -1.08959, -2.98749], [-5.69361, -3.07693, -4.24209], [-5.81563, -1.40507, -4.20090], [-1.31360, -3.24428, -3.14793], [-2.41193, -2.79425, 0.16570], [-2.99927, -2.00246, 0.40587], [-2.40208, -3.40373, 0.97582], [-1.47402, -2.41475, 0.07857]],
  "atomic_forces_ev_per_a": [[0.00, 0.11, 0.08], [0.00, -0.03, -0.04], [-0.04, -0.01, 0.02], [0.02, 0.03, 0.02], [-0.04, -0.04, -0.04], [0.00, 0.04, 0.01], [-0.02, -0.02, -0.04], [0.07, 0.12, 0.09], [-0.07, -0.14, 0.05], [-0.01, 0.02, -0.07], [0.04, -0.03, 0.02], [-0.01, 0.01, -0.02], [-0.02, 0.02, -0.04], [0.04, 0.01, -0.04], [0.00, -0.02, 0.01], [0.00, 0.00, -0.01], [-0.01, 0.00, 0.00], [0.01, 0.00, 0.01], [0.04, 0.03, 0.00], [0.00, -0.01, -0.02], [0.03, 0.00, 0.02], [-0.02, 0.00, 0.00], [-0.01, 0.00, 0.00], [0.00, 0.01, 0.00], [0.00, -0.01, 0.00], [0.00, -0.01, 0.01], [0.10, 0.00, 0.14], [-0.14, -0.03, -0.02], [0.09, 0.14, -0.01], [-0.07, 0.02, 0.04], [-0.10, -0.16, -0.10], [0.24, -0.06, 0.06], [-0.03, 0.02, -0.07], [-0.04, -0.03, -0.08], [-0.04, 0.02, 0.01], [-0.02, -0.02, -0.07], [0.01, -0.01, 0.02], [-0.01, 0.00, 0.00], [0.04, 0.02, 0.05]],
  "nbo_charge": [0.3907, -0.2273, -0.2126, -0.2301, 0.0208, -0.2314, -0.1986, -0.2863, -0.2919, -0.0952, -0.2215, -0.2041, -0.2397, -0.2165, -0.1855, 0.2089, 0.2088, 0.2065, 0.2199, 0.2086, 0.2024, 0.2174, 0.2105, 0.2098, 0.2068, 0.2064, -0.5933, 0.1777, -0.2619, 0.1662, -0.3504, -0.0288, 0.3907, 0.3860, 0.2352, -1.0892, 0.3612, 0.3606, 0.3690]
}

Number 1: frontier orbital gap 8.3021 eV, highest occupied orbital energy -7.95 eV. Number 2: frontier orbital gap 8.0604 eV, highest occupied orbital energy -7.56 eV.